[1]
DFT (wB97M-V/def2-TZVPD) results for a structure of composition C56H67FeN2O at a distorted geometry.

Positions of all 127 atoms, in Å:
N  0.70329  3.70262  -1.62141
C  -0.53221  -0.74069  1.73301
H  -5.20825  -4.02321  3.34031
H  1.22079  1.93645  3.25918
H  -0.60173  2.26721  -1.17092
C  2.27307  1.83193  0.81067
C  1.56486  3.83269  -5.78731
H  1.96449  2.79631  1.24643
H  -1.05393  0.74111  -5.08212
H  2.80803  4.81622  -0.96547
C  0.73154  2.87690  -5.22210
C  0.87819  -3.86120  3.65178
H  4.02083  -5.67829  2.84667
C  2.84877  1.15977  -2.69264
H  -0.77027  4.51086  1.20104
H  3.77668  3.01853  -1.94399
H  -1.93339  2.26608  -1.47029
H  -4.96198  1.02857  -0.21812
Fe  1.28473  -5.85597  3.66793
C  2.78893  -7.02532  4.17912
C  0.51940  2.86024  -3.84220
C  1.89693  0.87439  -1.64662
H  -5.74083  -8.32155  3.83819
C  -5.62864  -6.17485  3.57802
C  1.42365  -4.27573  4.92418
H  0.44936  -8.06657  1.95620
H  -4.75834  2.15012  -1.59528
C  4.43684  1.45308  -4.94610
H  -3.78231  -0.19817  0.92946
C  2.87053  0.14846  -3.67305
C  -0.52735  -5.54740  4.52886
C  -0.75673  1.50521  0.82043
H  0.26380  2.12636  -5.86136
H  2.22767  -0.74101  -3.49171
H  2.70574  8.10016  -2.72802
H  5.16347  3.28129  -4.03885
H  -3.79806  0.64454  -1.52293
H  1.93920  -1.20075  0.37697
H  0.69206  -5.82135  6.39362
H  2.84926  1.21943  3.20176
H  1.00584  0.32968  -2.20627
C  2.15697  4.79650  -4.98454
H  4.44868  5.87454  -4.20812
C  -0.29026  -4.65767  3.38794
H  0.51894  0.15492  -4.41111
H  -1.04439  -0.27869  -3.63047
H  -2.62812  1.49505  -3.25899
C  1.94267  4.81850  -3.58366
C  2.31248  -0.67834  1.27182
H  1.13929  7.37580  -3.16693
C  -2.56331  3.08736  -1.05086
C  3.11945  -6.25170  2.98902
H  -2.05929  2.89354  -4.29971
C  0.02498  4.65660  -0.86428
H  5.01924  1.58082  -5.85672
C  -3.73431  -7.56140  4.15642
H  -3.32164  3.72201  -1.51259
H  -8.61505  -4.93730  3.14841
C  0.04086  1.31639  -1.95413
C  0.06418  0.47081  1.28045
H  4.66303  4.90782  -2.73195
C  0.53627  2.47450  -1.04098
H  2.81311  5.54002  -5.46723
H  -7.13249  -4.29692  2.35101
H  1.44402  0.22311  3.69610
C  -7.53918  -4.78336  3.24804
C  3.63232  0.31336  -4.80860
O  -6.97215  -6.11608  3.38956
C  -3.16914  2.20651  -0.09891
H  3.36137  1.64894  0.82221
N  0.01057  2.70809  0.32673
H  4.75979  6.68188  -2.65307
H  3.39000  -0.50101  1.14663
H  1.97660  1.98910  -0.38368
H  2.22978  -3.78795  5.45094
H  -1.29564  -7.40394  5.29378
H  2.13872  0.14704  -0.86138
C  2.56205  5.82247  -1.32754
H  -7.31308  -4.18171  4.13933
H  -4.46812  2.53433  1.52351
C  -1.89463  -0.96202  1.59711
C  -2.87366  -6.41096  4.20226
C  -2.14659  1.22772  0.54485
H  0.07209  -1.54366  2.18651
C  2.22662  7.29698  -3.30755
C  -1.88353  2.30777  -3.39725
C  -5.06564  -7.45548  3.85460
C  -3.45062  -5.14878  3.84449
C  2.14061  -6.57002  1.96497
C  4.50415  2.41104  -3.92076
C  -4.78873  -5.02374  3.55705
C  -1.55751  -6.52445  4.69200
H  2.19678  -1.37663  2.11296
C  -2.70938  0.01594  1.01757
C  1.58818  0.65933  1.55191
C  1.59821  -7.81571  3.88089
C  1.06913  3.85259  -3.02774
H  1.18290  -8.58441  4.51024
H  2.20136  -6.27509  0.92721
H  -0.40409  5.63053  -1.28480
C  1.78317  1.02302  3.02866
H  -2.99924  3.56185  1.55769
H  -2.34359  -1.92053  1.92715
C  -0.49065  0.49719  -4.17442
H  3.22985  6.53319  -0.82151
H  -2.06478  3.23470  -2.83299
C  1.20663  -7.53220  2.51210
C  -4.23698  1.45551  -0.92114
H  3.39278  -7.11035  5.06492
C  -3.78117  3.13145  0.92194
C  -0.43098  1.76441  -3.32714
H  2.44568  7.45798  -4.37127
H  -4.32019  3.93839  0.40961
C  2.73447  5.92917  -2.82673
H  3.57530  -0.46683  -5.57614
H  -1.91692  3.87093  -0.70249
H  1.19619  -3.00520  3.07115
H  1.73799  3.80799  -6.86697
C  3.72038  2.27683  -2.77082
H  -0.60214  0.59631  -1.42460
H  -2.82620  -4.24581  3.86983
C  0.62071  -5.35985  5.42774
H  1.53285  6.06760  -1.03241
H  -1.01819  -4.48821  2.60950
C  4.23561  5.83837  -3.13176
C  -0.49217  4.02908  0.26287
H  -3.30723  -8.54605  4.38721

Its expectation value of S² is 6.121. Its charge is -1. The orbital gap (spin up / spin down) comes out at 2.6 / 4.7 eV. As for the LUMO energy (spin up / spin down): 1.85 / 1.81 eV. Its spin multiplicity is 5. As for the total energy: -3621.78551 a.u. As for the highest occupied orbital energy (spin up / spin down): -0.0287 / -0.1079 hartree.

Löwdin population analysis, charges in e, atoms 1 to 99: atom 1 (N): 0.025, atom 2 (C): -0.003, atom 3 (H): 0.096, atom 4 (H): 0.088, atom 5 (H): 0.113, atom 6 (C): -0.100, atom 7 (C): -0.068, atom 8 (H): 0.083, atom 9 (H): 0.087, atom 10 (H): 0.086, atom 11 (C): -0.020, atom 12 (C): -0.161, atom 13 (H): 0.089, atom 14 (C): -0.233, atom 15 (H): 0.136, atom 16 (H): 0.112, atom 17 (H): 0.064, atom 18 (H): 0.075, atom 19 (Fe): 0.185, atom 20 (C): -0.191, atom 21 (C): -0.086, atom 22 (C): -0.082, atom 23 (H): 0.111, atom 24 (C): -0.297, atom 25 (C): -0.160, atom 26 (H): 0.091, atom 27 (H): 0.093, atom 28 (C): -0.102, atom 29 (H): 0.109, atom 30 (C): -0.076, atom 31 (C): -0.300, atom 32 (C): -0.051, atom 33 (H): 0.112, atom 34 (H): 0.127, atom 35 (H): 0.087, atom 36 (H): 0.092, atom 37 (H): 0.092, atom 38 (H): 0.087, atom 39 (H): 0.100, atom 40 (H): 0.090, atom 41 (H): 0.097, atom 42 (C): -0.044, atom 43 (H): 0.077, atom 44 (C): -0.151, atom 45 (H): 0.071, atom 46 (H): 0.105, atom 47 (H): 0.107, atom 48 (C): -0.082, atom 49 (C): -0.056, atom 50 (H): 0.088, atom 51 (C): -0.185, atom 52 (C): -0.178, atom 53 (H): 0.095, atom 54 (C): -0.091, atom 55 (H): 0.092, atom 56 (C): -0.052, atom 57 (H): 0.121, atom 58 (H): 0.083, atom 59 (C): -0.133, atom 60 (C): -0.081, atom 61 (H): 0.065, atom 62 (C): -0.332, atom 63 (H): 0.111, atom 64 (H): 0.086, atom 65 (H): 0.088, atom 66 (C): -0.079, atom 67 (C): -0.095, atom 68 (O): -0.115, atom 69 (C): -0.572, atom 70 (H): 0.091, atom 71 (N): -0.008, atom 72 (H): 0.091, atom 73 (H): 0.092, atom 74 (H): 0.074, atom 75 (H): 0.093, atom 76 (H): 0.112, atom 77 (H): 0.091, atom 78 (C): -0.064, atom 79 (H): 0.091, atom 80 (H): 0.085, atom 81 (C): -0.050, atom 82 (C): -0.227, atom 83 (C): -0.071, atom 84 (H): 0.094, atom 85 (C): -0.050, atom 86 (C): -0.059, atom 87 (C): -0.034, atom 88 (C): -0.039, atom 89 (C): -0.183, atom 90 (C): -0.092, atom 91 (C): -0.047, atom 92 (C): -0.016, atom 93 (H): 0.063, atom 94 (C): -0.026, atom 95 (C): -0.495, atom 96 (C): -0.179, atom 97 (C): -0.050, atom 98 (H): 0.090, atom 99 (H): 0.081



[2]
DFT (wB97M-V/def2-TZVPD) results for a structure of composition C34H34BrGeN4O8Tc at a distorted geometry.

Positions of all 83 atoms, in Å:
H  13.26953  12.92304  14.47701
H  14.08279  8.23907  11.43095
C  9.56292  6.80100  14.72319
C  11.82440  15.66394  15.74841
H  8.60157  14.79984  6.93543
C  9.47754  8.82700  13.59241
H  7.43808  12.58353  10.12831
O  9.91069  9.06340  11.35146
H  9.18287  6.92617  16.76382
H  11.27409  11.99540  20.48882
H  9.20439  14.49822  11.79868
C  9.72502  12.36882  17.50297
H  7.25814  11.21578  11.28860
H  5.41278  10.42462  9.35215
H  8.42933  10.70182  8.50873
C  11.97290  11.21056  18.57633
C  6.23427  10.89001  8.73270
C  9.51406  7.46452  13.53850
H  11.17334  14.10481  9.44687
H  9.66929  6.89011  12.66826
H  13.07303  5.75484  14.82569
H  9.71890  16.22554  15.27539
H  13.40676  10.28212  12.72308
C  12.45083  10.26881  16.33857
O  10.94687  5.02537  14.26426
N  9.22544  9.52618  14.70425
O  11.33021  17.72502  16.72937
H  10.96557  15.60406  10.18866
Ge  9.66844  12.05354  11.02413
H  6.88736  12.81402  7.92727
C  11.68464  11.07696  17.22706
C  12.35870  17.04680  16.43663
H  13.88050  15.14167  15.60024
H  9.26091  13.11486  19.36700
H  8.56710  15.56949  9.67323
H  12.88038  10.76552  18.95266
H  7.63932  9.58074  9.70005
H  10.81776  11.35130  10.28433
C  12.68625  9.05496  14.40085
O  9.66302  5.02577  16.23368
H  8.84664  12.74713  17.00521
H  6.16895  10.26453  7.82438
C  7.86495  11.63120  10.43733
C  13.12580  6.70906  14.34229
C  8.87524  13.71123  14.73445
C  10.05072  13.99574  11.38330
N  12.11391  10.16988  15.12427
C  7.63597  10.60255  9.28892
O  7.98175  14.47994  14.85417
C  9.21834  7.54805  15.93174
H  8.58933  13.91134  9.23719
C  10.02513  5.47134  15.09805
Br  13.77312  5.38002  11.98684
H  12.29261  7.72178  15.99772
H  5.67947  13.08390  9.03362
H  13.23252  9.56188  16.71320
C  9.38921  15.10270  7.66074
C  13.38593  9.26860  13.14577
H  10.28000  14.54713  7.29773
C  10.51896  15.48463  15.28848
H  5.17363  12.42093  7.53373
N  11.18848  13.16016  14.70373
C  13.51072  6.87090  13.04210
O  13.54184  17.19371  16.55287
C  10.28847  14.21656  14.87362
C  13.72794  8.09714  12.45273
N  10.57763  11.60883  16.71909
C  12.47513  13.54195  14.92981
H  8.92582  9.48514  16.73934
C  12.84947  14.73826  15.44824
Tc  10.24002  11.29930  14.58738
C  10.43412  14.69364  10.01502
C  12.59394  7.82943  14.98573
O  8.72541  12.40070  14.51975
H  10.90081  14.08521  12.07355
C  9.95355  12.51343  18.82428
C  9.67080  9.59855  12.36490
C  9.16102  14.82547  9.14327
H  9.60200  16.16111  7.56537
C  11.06411  11.91398  19.40644
O  9.72851  10.97806  12.58598
C  9.07772  8.86522  15.84755
C  6.00404  12.35363  8.32530

Its expectation value of S² is 3.767. Its charge is +1. The orbital gap (spin up / spin down) comes out at 4.5 / 2.4 eV. As for the LUMO energy (spin up / spin down): -5.12 / -7.21 eV. Its spin multiplicity is 4. As for the total energy: -6868.34093 a.u. As for the highest occupied orbital energy (spin up / spin down): -0.3525 / -0.3525 hartree.

Okay, here come the Löwdin numbers, in e, for every atom: atom 1 (H): 0.116, atom 2 (H): 0.120, atom 3 (C): -0.067, atom 4 (C): -0.029, atom 5 (H): 0.079, atom 6 (C): -0.171, atom 7 (H): 0.030, atom 8 (O): 0.171, atom 9 (H): 0.111, atom 10 (H): 0.138, atom 11 (H): 0.062, atom 12 (C): -0.040, atom 13 (H): 0.105, atom 14 (H): 0.126, atom 15 (H): 0.119, atom 16 (C): 0.042, atom 17 (C): -0.264, atom 18 (C): 0.096, atom 19 (H): 0.098, atom 20 (H): 0.145, atom 21 (H): 0.107, atom 22 (H): 0.152, atom 23 (H): 0.122, atom 24 (C): -0.065, atom 25 (O): 0.262, atom 26 (N): -0.012, atom 27 (O): -0.047, atom 28 (H): 0.103, atom 29 (Ge): 1.040, atom 30 (H): 0.050, atom 31 (C): -0.273, atom 32 (C): -0.677, atom 33 (H): 0.141, atom 34 (H): 0.127, atom 35 (H): 0.118, atom 36 (H): 0.127, atom 37 (H): 0.099, atom 38 (H): 0.023, atom 39 (C): -0.252, atom 40 (O): 0.097, atom 41 (H): 0.123, atom 42 (H): 0.106, atom 43 (C): -0.296, atom 44 (C): -0.112, atom 45 (C): -0.579, atom 46 (C): -0.251, atom 47 (N): 0.009, atom 48 (C): -0.265, atom 49 (O): 0.157, atom 50 (C): 0.069, atom 51 (H): 0.046, atom 52 (C): -0.433, atom 53 (Br): 0.860, atom 54 (H): 0.117, atom 55 (H): 0.058, atom 56 (H): 0.169, atom 57 (C): -0.095, atom 58 (C): 0.038, atom 59 (H): 0.079, atom 60 (C): 0.076, atom 61 (H): 0.107, atom 62 (N): -0.067, atom 63 (C): -0.726, atom 64 (O): 0.028, atom 65 (C): -0.202, atom 66 (C): -0.106, atom 67 (N): 0.000, atom 68 (C): -0.142, atom 69 (H): 0.137, atom 70 (C): 0.010, atom 71 (Tc): 1.550, atom 72 (C): -0.249, atom 73 (C): -0.051, atom 74 (O): -0.204, atom 75 (H): 0.056, atom 76 (C): -0.012, atom 77 (C): -0.492, atom 78 (C): -0.273, atom 79 (H): 0.072, atom 80 (C): 0.021, atom 81 (O): -0.358, atom 82 (C): -0.085, atom 83 (C): -0.118



[3]
DFT (wB97M-V/def2-TZVPD) results for a structure of composition C27H23BrCsN4O5S.

Positions of all 62 atoms, in Å:
O  -0.84109  -2.71399  -0.52303
C  1.03063  3.85500  1.82829
H  -3.89283  2.51704  -0.70741
C  -1.33543  -1.59412  -0.56601
Cs  1.85051  -1.60838  -0.28179
H  1.19640  5.33112  -1.09502
C  -3.72255  0.28324  0.81755
H  1.58698  2.64035  -1.25245
H  4.91411  -2.41305  -2.31021
C  -4.05096  -0.13254  -2.78953
H  1.47895  2.71193  3.60320
H  0.12066  5.77315  0.23862
N  2.01889  1.65337  0.48581
H  -6.80210  -0.15001  2.16672
C  -5.09798  1.78854  -3.78300
H  -2.03056  1.07420  1.86860
H  -5.62074  2.24887  -4.61131
H  -0.38308  4.53628  -0.92274
H  6.20565  -4.07754  2.15055
H  -4.94742  -0.12707  -4.72943
C  0.46713  4.94728  -0.37939
H  5.41678  -4.82948  -1.93364
C  1.56291  2.70653  -0.16710
N  -2.70043  -1.39388  -0.63334
H  -3.31268  -2.11695  -0.29483
C  1.95986  1.66833  1.79565
H  5.20058  -0.17033  -1.37067
C  1.04671  3.84802  0.44728
C  -4.72139  0.45792  -3.84723
C  -5.07193  -0.04733  0.91485
C  -3.75510  0.60337  -1.64894
C  -1.54651  0.57406  -0.51259
C  -3.00235  0.00867  -0.48694
C  -4.79950  2.52931  -2.64992
H  -3.24259  1.35611  3.98877
O  4.89514  -6.81907  0.97973
C  5.63982  -2.34763  1.00189
C  5.18673  -2.77538  -1.32206
S  6.14617  -6.34282  0.39498
C  1.48844  2.74518  2.52375
H  -5.59038  -0.42241  0.04154
H  5.71905  -1.65229  1.83061
H  5.25267  0.09811  0.26719
O  -1.33640  1.78225  -0.47806
H  -3.74317  -1.16794  -2.84720
N  -0.65224  -0.40510  -0.57420
C  5.90625  -3.69675  1.18410
C  -4.13548  1.94238  -1.58798
N  4.93707  -0.52402  -0.46245
Br  2.59804  0.14243  2.81634
H  0.63573  4.70713  2.36435
O  7.28582  -6.36730  1.30576
C  -5.75489  0.11406  2.10681
O  6.42899  -6.86559  -0.93878
H  -5.63107  0.74781  4.15230
C  -3.76058  0.95830  3.12602
C  -5.09959  0.61816  3.21912
C  -3.07370  0.79287  1.93274
C  5.81942  -4.57847  0.12872
H  -5.08604  3.57100  -2.59432
C  5.28326  -1.87421  -0.26043
C  5.46140  -4.11871  -1.11983

Its charge is -1. The orbital gap comes out at 7.0 eV. As for the LUMO energy: 1.62 eV. Its spin multiplicity is 1. As for the total energy: -4630.45713 a.u. As for the highest occupied orbital energy: -0.1976 hartree.

Okay, here come the Löwdin numbers, in e, for every atom: atom 1 (O): -0.110, atom 2 (C): -0.022, atom 3 (H): 0.119, atom 4 (C): -0.649, atom 5 (Cs): 1.083, atom 6 (H): 0.082, atom 7 (C): -0.144, atom 8 (H): 0.130, atom 9 (H): 0.105, atom 10 (C): -0.023, atom 11 (H): 0.094, atom 12 (H): 0.076, atom 13 (N): 0.029, atom 14 (H): 0.099, atom 15 (C): -0.106, atom 16 (H): 0.113, atom 17 (H): 0.094, atom 18 (H): 0.084, atom 19 (H): 0.116, atom 20 (H): 0.097, atom 21 (C): -0.041, atom 22 (H): 0.111, atom 23 (C): -0.102, atom 24 (N): 0.147, atom 25 (H): 0.152, atom 26 (C): -0.717, atom 27 (H): 0.084, atom 28 (C): -0.262, atom 29 (C): -0.092, atom 30 (C): -0.029, atom 31 (C): -0.157, atom 32 (C): -0.478, atom 33 (C): -0.296, atom 34 (C): -0.082, atom 35 (H): 0.100, atom 36 (O): -0.372, atom 37 (C): -0.048, atom 38 (C): -0.083, atom 39 (S): 0.412, atom 40 (C): -0.111, atom 41 (H): 0.121, atom 42 (H): 0.100, atom 43 (H): 0.078, atom 44 (O): 0.035, atom 45 (H): 0.110, atom 46 (N): -0.001, atom 47 (C): -0.057, atom 48 (C): -0.024, atom 49 (N): 0.030, atom 50 (Br): 0.666, atom 51 (H): 0.115, atom 52 (O): -0.376, atom 53 (C): -0.086, atom 54 (O): -0.379, atom 55 (H): 0.096, atom 56 (C): -0.078, atom 57 (C): -0.100, atom 58 (C): -0.007, atom 59 (C): -0.265, atom 60 (H): 0.098, atom 61 (C): -0.421, atom 62 (C): -0.061